Entry 1:
Computed, not measured: C22H33N3O4 in the gas phase, with ωB97M-V/def2-TZVPD.

Element x y z (Å)
1 C -0.456 -5.997 1.542
2 H -0.841 -6.990 1.766
3 O 0.744 -6.210 0.826
4 C 1.387 -5.135 0.306
5 C 2.502 -5.411 -0.489
6 C 3.212 -4.380 -1.066
7 C 2.812 -3.065 -0.886
8 C 1.705 -2.776 -0.101
9 C 1.013 -3.812 0.514
10 H 0.179 -3.582 1.157
11 C 1.219 -1.352 0.047
12 N 0.063 -0.984 -0.757
13 C 0.249 -1.005 -2.191
14 C 0.168 -2.407 -2.816
15 N -0.837 -3.223 -2.166
16 C -1.403 -3.003 -0.968
17 O -2.107 -3.836 -0.424
18 C -1.187 -1.613 -0.376
19 H -1.202 -1.711 0.712
20 C -2.394 -0.751 -0.815
21 C -2.081 0.736 -0.731
22 O -1.921 1.384 -1.750
23 N -2.006 1.306 0.492
24 C -2.141 0.612 1.748
25 H -1.181 0.229 2.104
26 H -2.843 -0.214 1.667
27 H -2.525 1.311 2.493
28 C -1.567 2.687 0.567
29 H -2.123 3.185 1.365
30 H -1.813 3.146 -0.391
31 C -0.058 2.772 0.813
32 H 0.176 2.293 1.767
33 H 0.435 2.202 0.022
34 C 0.516 4.192 0.834
35 C -0.049 5.055 1.965
36 H 0.120 4.586 2.936
37 C 0.629 6.427 1.936
38 H 0.199 7.093 2.687
39 O 0.447 7.077 0.701
40 C 0.973 6.326 -0.371
41 C 0.315 4.949 -0.480
42 H 0.750 4.398 -1.314
43 H -0.748 5.090 -0.673
44 H 0.787 6.922 -1.267
45 H 2.062 6.208 -0.242
46 H 1.706 6.308 2.141
47 H -1.121 5.198 1.825
48 H 1.597 4.093 1.001
49 H -3.266 -1.021 -0.220
50 H -2.631 -0.955 -1.861
51 H -0.973 -4.151 -2.546
52 H 1.137 -2.916 -2.738
53 H -0.085 -2.318 -3.878
54 H -0.518 -0.359 -2.624
55 H 1.221 -0.568 -2.423
56 H 2.023 -0.662 -0.229
57 H 0.956 -1.160 1.092
58 H 3.365 -2.263 -1.354
59 H 4.080 -4.601 -1.670
60 H 2.789 -6.441 -0.632
61 H -1.189 -5.446 0.944
62 H -0.269 -5.464 2.480

Calculated values
Multiplicity ... 1
Energy above the lowest of the compared OMol25 structures with the same formula, charge and spin ... 1.401 eV
SMILES ... COc1cccc(CN2CCNC(=O)[C@@H]2CC(=O)N(C)CCC2CCOCC2)c1
Lowest unoccupied orbital energy ... 0.60 eV
Kohn-Sham gap ... 9.01 eV

***

Entry 2:
Computed, not measured: C22H33N5O5S in the gas phase, with ωB97M-V/def2-TZVPD.

Element x y z (Å)
1 C 6.450 -1.897 3.822
2 C 5.330 -2.714 3.191
3 C 4.246 -1.813 2.609
4 C 3.121 -2.631 1.978
5 N 2.095 -1.788 1.375
6 C 1.221 -1.145 2.193
7 O 1.183 -1.334 3.393
8 C 0.250 -0.241 1.492
9 C 0.683 0.789 0.663
10 C -0.245 1.555 -0.022
11 C -1.593 1.293 0.136
12 C -2.037 0.312 1.002
13 C -1.111 -0.454 1.688
14 H -1.432 -1.227 2.369
15 H -3.098 0.153 1.109
16 S -2.816 2.202 -0.804
17 O -2.127 3.032 -1.752
18 O -3.783 1.265 -1.303
19 N -3.539 3.089 0.404
20 C -4.976 3.247 0.327
21 C -5.422 4.162 -0.810
22 H -5.051 3.766 -1.752
23 H -6.507 4.211 -0.846
24 H -5.032 5.169 -0.680
25 H -5.380 2.247 0.165
26 H -5.326 3.620 1.293
27 C -2.739 4.186 0.907
28 C -2.286 3.923 2.341
29 H -1.693 4.759 2.702
30 H -3.148 3.800 2.992
31 H -1.685 3.019 2.392
32 H -1.872 4.293 0.251
33 H -3.309 5.118 0.865
34 H 0.056 2.342 -0.695
35 H 1.738 0.987 0.555
36 C 2.035 -1.670 -0.039
37 C 0.944 -2.166 -0.720
38 N -0.060 -2.794 -0.052
39 H -0.743 -3.325 -0.562
40 H 0.141 -3.085 0.890
41 N 0.813 -1.992 -2.073
42 C 1.816 -1.394 -2.832
43 O 1.729 -1.259 -4.028
44 N 2.913 -0.996 -2.125
45 C 3.102 -1.009 -0.741
46 O 4.092 -0.497 -0.263
47 H 3.643 -0.548 -2.668
48 C -0.450 -2.242 -2.756
49 H -0.232 -2.166 -3.824
50 C -1.503 -1.202 -2.368
51 C -2.822 -1.429 -3.093
52 H -3.527 -0.660 -2.787
53 H -3.238 -2.405 -2.851
54 H -2.683 -1.369 -4.169
55 H -1.675 -1.224 -1.290
56 H -1.124 -0.209 -2.616
57 H -0.796 -3.260 -2.553
58 H 3.517 -3.285 1.198
59 H 2.640 -3.240 2.751
60 H 4.675 -1.159 1.849
61 H 3.821 -1.192 3.399
62 H 5.742 -3.344 2.399
63 H 4.890 -3.372 3.945
64 H 6.062 -1.280 4.629
65 H 7.221 -2.549 4.227
66 H 6.904 -1.244 3.080

Calculated values
Multiplicity ... 1
Energy above the lowest of the compared OMol25 structures with the same formula, charge and spin ... 0.067 eV
SMILES ... CCCCN(C(=O)c1ccc(S(=O)(=O)N(CC)CC)cc1)c1c(N)n(CCC)c(=O)[nH]c1=O
Lowest unoccupied orbital energy ... 0.21 eV
Kohn-Sham gap ... 8.75 eV

***

Entry 3:
Computed, not measured: a molecular structure, C22H34AsF5I2IrN4O2STe, with ωB97M-V/def2-TZVPD.

Element x y z (Å)
1 Ir -0.952 0.137 -0.392
2 I -4.589 5.852 3.281
3 C -3.457 4.263 2.634
4 C -2.796 3.459 3.563
5 C -2.048 2.403 3.113
6 I -1.022 1.218 4.448
7 C -1.962 2.077 1.701
8 O -1.230 1.093 1.402
9 C -2.670 2.932 0.758
10 C -2.802 2.665 -0.722
11 N -1.579 2.207 -1.402
12 C -1.824 1.834 -2.801
13 C -1.225 0.516 -3.261
14 C -1.156 0.260 -4.621
15 C -0.812 -1.004 -5.065
16 C -0.572 -1.998 -4.132
17 C -0.632 -1.679 -2.792
18 N -0.906 -0.437 -2.370
19 C -3.366 4.000 1.254
20 H -2.868 3.669 4.620
21 H -3.198 3.566 -1.201
22 H -3.535 1.865 -0.840
23 H -0.849 2.907 -1.337
24 H -1.512 2.623 -3.488
25 H -2.904 1.714 -2.921
26 H -1.404 1.047 -5.321
27 H -0.760 -1.214 -6.124
28 H -0.354 -3.014 -4.428
29 H -0.501 -2.412 -2.011
30 H -3.888 4.653 0.566
31 F -4.870 -0.759 1.266
32 Te -3.655 -1.674 0.066
33 F -2.698 -1.544 1.814
34 F -3.342 -2.773 -1.557
35 F -1.483 -2.184 -0.148
36 F -5.252 -1.435 -0.972
37 O -2.937 -0.108 -0.594
38 C 4.433 3.262 0.283
39 C 3.176 2.415 0.400
40 N 3.289 1.092 -0.227
41 C 4.569 0.384 -0.092
42 C 4.716 -0.274 1.273
43 C 2.181 0.418 -0.573
44 C 2.335 -0.921 -1.219
45 N 0.980 0.906 -0.394
46 H 4.196 4.276 0.602
47 H 4.785 3.307 -0.747
48 H 5.241 2.905 0.919
49 H 2.372 2.952 -0.105
50 H 2.894 2.302 1.453
51 H 5.365 1.105 -0.257
52 H 4.651 -0.345 -0.893
53 H 4.777 0.474 2.064
54 H 5.628 -0.869 1.306
55 H 3.863 -0.919 1.491
56 H 2.888 -0.829 -2.155
57 H 1.354 -1.336 -1.408
58 H 2.864 -1.603 -0.557
59 H 0.982 1.766 0.140
60 C 1.571 -4.021 3.038
61 As 0.259 -3.322 1.804
62 C -1.386 -3.991 2.526
63 C 0.579 -4.319 0.186
64 S 0.694 -1.255 1.692
65 H 1.431 -5.092 3.180
66 H 1.467 -3.504 3.989
67 H 2.564 -3.828 2.634
68 H -1.224 -5.049 2.732
69 H -2.191 -3.860 1.814
70 H -1.619 -3.453 3.442
71 H 0.972 -5.299 0.454
72 H 1.307 -3.781 -0.419
73 H -0.355 -4.420 -0.359

Calculated values
Multiplicity ... 5
Energy above the lowest of the compared OMol25 structures with the same formula, charge and spin ... 1.310 eV
Net charge ... +1
Lowest unoccupied orbital energy (spin up / spin down) ... -2.41 / -5.35 eV
Kohn-Sham gap (spin up / spin down) ... 7.72 / 5.36 eV

***

Entry 4:
Computed, not measured: a molecular structure, C22H34BCl2InN13, with ωB97M-V/def2-TZVPD.

Element x y z (Å)
1 In 0.598 0.398 -0.512
2 C -2.173 3.662 -1.439
3 C -1.018 2.929 -1.660
4 N -0.851 2.014 -0.706
5 N -1.922 2.119 0.141
6 C -2.713 3.120 -0.295
7 B -1.863 1.350 1.465
8 N -0.554 1.741 2.181
9 C -0.311 2.682 3.115
10 C 1.046 2.797 3.300
11 C 1.587 1.910 2.380
12 N 0.633 1.278 1.686
13 N -1.914 -0.190 1.213
14 C -2.836 -1.083 1.610
15 C -2.503 -2.329 1.119
16 C -1.333 -2.108 0.405
17 N -0.984 -0.820 0.457
18 N -3.102 1.648 2.384
19 C -3.222 1.593 3.676
20 C -4.623 1.784 4.004
21 C -5.242 1.918 2.723
22 N -4.387 1.820 1.760
23 H -2.571 4.464 -2.034
24 H -0.322 3.008 -2.477
25 H -3.619 3.380 0.221
26 H -1.101 3.245 3.579
27 H 1.566 3.442 3.985
28 H 2.634 1.754 2.184
29 H -3.692 -0.797 2.197
30 H -3.039 -3.251 1.255
31 H -0.746 -2.816 -0.158
32 H -2.403 1.406 4.351
33 H -5.062 1.810 4.989
34 H -6.288 2.073 2.505
35 Cl 1.953 1.548 -2.820
36 C 2.728 3.086 -2.239
37 Cl 2.425 3.279 -0.520
38 H 2.268 3.897 -2.795
39 H 3.792 2.999 -2.431
40 N 2.571 -4.404 1.520
41 C 2.409 -3.149 0.672
42 C 3.660 -2.296 0.845
43 C 3.750 -1.140 -0.152
44 N 2.788 -0.026 0.179
45 C 3.581 -1.625 -1.581
46 C 2.310 -2.433 -1.791
47 N 1.131 -1.513 -1.817
48 C 2.187 -3.573 -0.775
49 H 2.734 -4.184 2.509
50 H 3.375 -4.960 1.202
51 H 1.750 -5.017 1.475
52 H 1.527 -2.648 1.084
53 H 4.542 -2.918 0.656
54 H 3.754 -1.937 1.873
55 H 4.752 -0.720 -0.039
56 H 3.230 0.839 -0.139
57 H 2.764 0.076 1.192
58 H 4.441 -2.250 -1.832
59 H 3.621 -0.787 -2.279
60 H 2.358 -2.914 -2.771
61 H 0.259 -2.026 -1.942
62 H 1.183 -1.035 -2.717
63 H 2.966 -4.292 -1.053
64 H 1.239 -4.104 -0.894
65 N -2.359 -0.696 -2.499
66 C -3.119 -0.532 -3.597
67 C -2.348 0.131 -4.523
68 C -1.123 0.331 -3.883
69 N -1.120 -0.171 -2.646
70 H -2.637 -1.128 -1.633
71 H -4.131 -0.898 -3.638
72 H -2.628 0.419 -5.520
73 H -0.251 0.820 -4.283

Calculated values
Multiplicity ... 2
Energy above the lowest of the compared OMol25 structures with the same formula, charge and spin ... 0.037 eV
Net charge ... +4
Lowest unoccupied orbital energy (spin up / spin down) ... -10.47 / -13.97 eV
Kohn-Sham gap (spin up / spin down) ... 8.49 / 4.99 eV

***

Entry 5:
Computed, not measured: 3 unconnected molecules or ions with the total composition C22H34BF16O6, with ωB97M-V/def2-TZVPD.

Element x y z (Å)
1 C 1.464 -4.919 1.197
2 C 1.744 -3.447 1.526
3 O 1.063 -3.097 2.704
4 C 1.709 -2.087 3.508
5 B 0.696 -1.174 4.433
6 C -0.048 0.039 3.556
7 C 0.197 0.076 2.058
8 O 1.426 0.824 1.775
9 C 2.087 0.488 0.680
10 O 1.606 0.070 -0.345
11 C -0.399 -2.011 5.328
12 C -1.417 -3.010 4.728
13 C -0.865 -4.449 4.777
14 C -1.971 -2.646 3.343
15 O 1.560 -0.533 5.513
16 C 2.634 0.254 5.117
17 C 3.998 -0.451 5.283
18 H 0.640 -5.252 1.830
19 H 2.330 -5.549 1.410
20 H 1.170 -5.057 0.155
21 H 1.401 -2.810 0.695
22 H 2.822 -3.283 1.650
23 H 2.432 -2.589 4.174
24 H 2.319 -1.464 2.828
25 H 0.213 1.026 3.960
26 H -1.138 -0.032 3.667
27 H 0.291 -0.921 1.622
28 H -0.613 0.573 1.516
29 H 3.172 0.633 0.808
30 H 0.169 -2.552 6.098
31 H -0.955 -1.241 5.885
32 H -2.290 -3.012 5.397
33 H 0.216 -4.462 4.643
34 H -1.089 -4.898 5.751
35 H -1.327 -5.085 4.015
36 H -2.423 -3.526 2.871
37 H -1.204 -2.260 2.676
38 H -2.764 -1.895 3.422
39 H 2.542 0.593 4.075
40 H 2.654 1.172 5.726
41 H 4.372 -0.836 4.330
42 H 3.895 -1.278 5.987
43 H 4.750 0.246 5.669
44 C -2.306 4.257 -1.394
45 C -2.787 3.513 -0.143
46 C -2.370 2.046 -0.003
47 F -2.915 1.311 -0.999
48 F -2.845 1.581 1.169
49 F -4.126 3.630 -0.013
50 F -2.206 4.160 0.909
51 O -3.239 4.370 -2.457
52 C -3.292 3.441 -3.445
53 C -4.692 2.825 -3.575
54 F -5.038 2.196 -2.440
55 F -4.673 1.919 -4.582
56 F -2.344 2.503 -3.316
57 F -3.057 4.078 -4.632
58 H -2.146 5.281 -1.064
59 H -1.346 3.869 -1.735
60 H -1.282 1.937 -0.023
61 H -5.422 3.605 -3.801
62 C 0.319 0.773 -5.268
63 C 0.812 2.196 -4.981
64 C 0.306 3.321 -5.891
65 F 0.738 3.146 -7.158
66 F 0.798 4.498 -5.438
67 F 2.156 2.227 -4.910
68 F 0.306 2.507 -3.752
69 O 1.214 -0.062 -5.973
70 C 1.195 -0.170 -7.325
71 C 2.551 0.217 -7.933
72 F 2.843 1.500 -7.646
73 F 2.482 0.087 -9.279
74 F 0.190 0.522 -7.892
75 F 1.004 -1.478 -7.638
76 H 0.234 0.312 -4.284
77 H -0.677 0.780 -5.712
78 H -0.785 3.365 -5.876
79 H 3.333 -0.435 -7.542

Calculated values
Multiplicity ... 1
Net charge ... -1
Lowest unoccupied orbital energy ... 2.00 eV
Kohn-Sham gap ... 6.67 eV

***

Entry 6:
Computed, not measured: 3 unconnected molecules or ions with the total composition C22H34BFO9, with ωB97M-V/def2-TZVPD.

Element x y z (Å)
1 C 2.683 -0.934 1.178
2 C 1.231 -0.594 0.599
3 C 1.194 0.634 -0.378
4 C 1.773 0.516 -1.864
5 B 2.222 -0.949 -2.339
6 O 3.531 -1.153 -2.894
7 O 1.421 -2.123 -2.222
8 C -0.326 1.131 -0.475
9 C -1.347 0.274 -1.302
10 O -2.108 -0.518 -0.379
11 C -3.441 -0.639 -0.747
12 C -4.430 -0.550 0.330
13 C -5.856 -0.688 0.134
14 C -6.359 -0.950 -1.215
15 C -5.390 -1.017 -2.306
16 C -3.942 -0.875 -2.094
17 O -0.394 2.556 -0.658
18 C 0.567 3.065 0.236
19 O 0.446 4.053 0.874
20 C 1.772 2.013 0.184
21 F 2.247 2.029 1.517
22 H 3.497 -0.461 0.570
23 H 2.802 -2.050 1.047
24 H 2.781 -0.727 2.268
25 H 0.711 -1.496 0.186
26 H 0.626 -0.291 1.503
27 H 2.662 1.184 -2.032
28 H 0.998 0.863 -2.615
29 H 3.470 -1.343 -3.845
30 H 1.873 -2.686 -1.561
31 H -0.699 1.022 0.590
32 H -0.770 -0.413 -1.975
33 H -1.964 0.956 -1.942
34 H -4.060 -0.379 1.364
35 H -6.543 -0.617 1.014
36 H -7.455 -1.081 -1.345
37 H -5.816 -1.223 -3.321
38 H -3.248 -0.956 -2.958
39 H 2.522 2.558 -0.441
40 O 5.211 -1.321 -0.440
41 C 5.418 -2.506 -0.395
42 O 6.004 -3.046 0.689
43 C 6.123 -4.454 0.921
44 C 7.350 -5.021 0.234
45 C 5.112 -3.375 -1.582
46 H 5.206 -4.977 0.637
47 H 6.226 -4.576 2.000
48 H 7.293 -4.904 -0.849
49 H 7.460 -6.082 0.462
50 H 8.246 -4.494 0.565
51 H 5.937 -3.313 -2.292
52 H 4.206 -2.999 -2.049
53 H 4.921 -4.419 -1.337
54 O -4.617 1.435 2.982
55 C -4.358 2.563 2.648
56 O -4.924 3.599 3.292
57 C -4.544 4.967 3.103
58 C -5.266 5.577 1.918
59 C -3.477 2.831 1.456
60 H -3.459 5.064 3.027
61 H -4.838 5.491 4.013
62 H -5.012 5.068 0.988
63 H -5.011 6.633 1.816
64 H -6.347 5.486 2.045
65 H -4.077 2.767 0.547
66 H -2.696 2.071 1.425
67 H -2.967 3.792 1.489

Calculated values
Multiplicity ... 1
Energy above the lowest of the compared OMol25 structures with the same formula, charge and spin ... 2.247 eV
SMILES ... CC[C@@]1(CB(O)O)[C@H](COc2ccccc2)OC(=O)[C@H]1F.CCOC(C)=O.CCOC(C)=O
Lowest unoccupied orbital energy ... 0.18 eV
Kohn-Sham gap ... 8.72 eV

***

Entry 7:
Computed, not measured: a molecular structure, C22H34Br2NSiY, with ωB97M-V/def2-TZVPD.

Element x y z (Å)
1 Y -0.191 0.211 -0.271
2 C -0.056 2.420 2.883
3 C -0.457 1.048 2.401
4 C 0.447 -0.035 2.400
5 C 1.864 0.115 2.901
6 C 0.009 -1.323 2.004
7 C 0.998 -2.461 2.095
8 C -1.335 -1.527 1.624
9 C -1.873 -2.902 1.308
10 C -2.242 -0.440 1.635
11 C -3.691 -0.675 1.286
12 C -1.811 0.836 2.046
13 C -2.791 1.965 2.239
14 H -0.319 2.526 3.939
15 H -0.581 3.206 2.345
16 H 1.007 2.612 2.793
17 H 2.599 -0.041 2.108
18 H 2.061 -0.637 3.665
19 H 2.050 1.083 3.350
20 H 1.080 -2.789 3.135
21 H 1.993 -2.154 1.777
22 H 0.717 -3.325 1.504
23 H -2.721 -3.118 1.958
24 H -1.143 -3.687 1.461
25 H -2.232 -2.973 0.279
26 H -3.828 -1.552 0.663
27 H -4.126 0.177 0.768
28 H -4.275 -0.828 2.197
29 H -2.668 2.389 3.236
30 H -3.821 1.640 2.152
31 H -2.632 2.781 1.531
32 Br -1.839 2.491 -1.476
33 C -3.143 1.272 -2.241
34 Br -2.481 -0.538 -2.134
35 H -3.259 1.534 -3.286
36 H -4.062 1.358 -1.677
37 C 4.379 1.030 -1.002
38 Si 2.635 1.391 -1.501
39 C 1.794 2.441 -0.156
40 C 2.518 2.249 -3.144
41 N 1.614 -0.014 -1.352
42 C 1.117 -1.028 -2.151
43 C 0.969 -0.955 -3.552
44 C 0.256 -1.923 -4.222
45 C -0.369 -2.979 -3.540
46 C -0.225 -3.080 -2.175
47 C 0.522 -2.115 -1.480
48 H 4.979 1.942 -0.975
49 H 4.850 0.348 -1.712
50 H 4.428 0.564 -0.016
51 H 2.313 3.395 -0.034
52 H 1.845 1.964 0.830
53 H 0.755 2.748 -0.363
54 H 3.019 3.219 -3.094
55 H 1.486 2.424 -3.456
56 H 3.017 1.677 -3.930
57 H 1.426 -0.137 -4.093
58 H 0.168 -1.864 -5.300
59 H -0.921 -3.728 -4.092
60 H -0.638 -3.928 -1.643
61 H 0.814 -2.303 -0.449

Calculated values
Multiplicity ... 1
Energy above the lowest of the compared OMol25 structures with the same formula, charge and spin ... 0.000 eV
Net charge ... +2
Lowest unoccupied orbital energy ... -6.53 eV
Kohn-Sham gap ... 7.52 eV

***

Electronic energy? In order: -1323.357515; -1906.368306; -5328.965611; -2704.623372; -2932.901790; -1660.573267; -6388.931356 Ha.